# CH5NO2S

A cluster of 2 separate species, CH5NO2S in total (the ωB97M-V functional and the def2-TZVPD basis, the OMol25 dataset).

Structure (XYZ):
```
10
Properties=species:S:1:pos:R:3
C -1.27 0.52 0.38
N 0.58 -0.59 -1.32
O 0.85 -0.76 1.05
O 1.17 -1.73 -1.18
S 0.56 0.32 0.07
H -1.29 0.52 1.46
H -1.66 1.44 -0.11
H -1.78 -0.36 -0.03
H 1.31 -1.83 -0.13
H 1.53 2.47 -0.18
```

Summary:
* charge: 0
* lowest unoccupied orbital energy (alpha / beta): -0.5306 / -0.5799 eV



# CH5NO2S

An isolated molecule of CH5NO2S (the ωB97M-V functional and the def2-TZVPD basis, the OMol25 dataset).

Structure (XYZ):
```
10
Properties=species:S:1:pos:R:3
C -0.80 -0.93 -0.71
N 0.10 1.37 0.54
O 0.74 -0.83 1.86
O 1.87 -0.14 -0.49
S 0.61 -0.18 0.27
H -1.47 -1.54 -0.19
H -1.36 -0.14 -1.23
H -0.25 -1.45 -1.49
H 0.92 1.97 0.11
H -0.36 1.86 1.33
```

Summary:
* charge: 0
* SMILES: CS(N)(=O)=O
* lowest unoccupied orbital energy: 0.5145 eV



# CH5NO2S

A cluster of 2 separate species, CH5NO2S in total (the ωB97M-V functional and the def2-TZVPD basis, the OMol25 dataset).

Structure (XYZ):
```
10
Properties=species:S:1:pos:R:3
C -1.69 0.24 0.66
N -0.40 0.84 0.40
O 2.80 -1.24 -1.43
O 1.60 -1.44 -0.81
S 0.23 0.86 -1.09
H -1.38 -0.72 1.15
H -2.43 0.75 1.27
H -2.11 0.05 -0.28
H 0.20 1.16 1.05
H 3.18 -0.50 -0.91
```

Summary:
* charge: 0
* lowest unoccupied orbital energy: -1.7767 eV



# CH5NO2Si

A cluster of 2 separate species, CH5NO2Si in total (the ωB97M-V functional and the def2-TZVPD basis, the OMol25 dataset).

Structure (XYZ):
```
10
Properties=species:S:1:pos:R:3
C 2.04 0.87 -0.01
N 1.43 -0.20 -0.03
O 1.43 -1.38 -0.03
O -0.63 0.49 -0.14
Si -1.92 -0.40 0.03
H 1.49 1.80 -0.04
H 3.13 0.88 0.04
H -2.84 -0.05 -1.06
H -1.57 -1.83 -0.10
H -2.55 -0.18 1.34
```

Summary:
* charge: 0
* lowest unoccupied orbital energy (alpha / beta): -2.1787 / -2.1756 eV



# CH5NO3

A cluster of 2 separate species, CH5NO3 in total (the ωB97M-V functional and the def2-TZVPD basis, the OMol25 dataset).

Structure (XYZ):
```
10
Properties=species:S:1:pos:R:3
N 1.48 2.57 0.79
C 1.58 1.55 -0.11
O 2.87 1.26 -0.49
O 0.66 0.93 -0.55
H 2.28 3.15 1.00
H 0.57 2.96 0.97
H 3.40 2.05 -0.35
H -3.60 -4.55 -0.19
H -5.03 -4.94 -0.29
O -4.21 -4.99 -0.79
```

Summary:
* charge: 0
* SMILES: NC(=O)O.O
* lowest unoccupied orbital energy: 0.3555 eV



# CH5NO3P

The ion CH5NO3P with charge -1 (the ωB97M-V functional and the def2-TZVPD basis, the OMol25 dataset).

Structure (XYZ):
```
11
Properties=species:S:1:pos:R:3
C 0.94 0.07 1.13
N -1.48 0.25 -0.23
O 0.93 0.45 -1.57
O -2.04 1.03 -1.38
O 0.30 -1.79 -0.39
P 0.14 -0.14 -0.46
H 1.64 -0.71 1.21
H 1.35 1.06 1.40
H 0.09 -0.05 1.86
H -1.37 1.68 -1.60
H -0.49 -1.85 0.02
```

Summary:
* charge: -1
* SMILES: C[P@@]([O-])(O)=NO
* lowest unoccupied orbital energy: 4.3009 eV



# CH5NOP

The ion CH5NOP with charge +1 (the ωB97M-V functional and the def2-TZVPD basis, the OMol25 dataset).

Structure (XYZ):
```
9
Properties=species:S:1:pos:R:3
C 0.86 -0.28 0.17
N -0.38 -0.58 -0.51
O -3.19 0.01 0.80
P -2.05 -0.37 -0.33
H 1.44 0.38 -0.54
H 1.54 -1.21 0.32
H 0.77 0.27 1.12
H -0.19 -0.73 -1.55
H -3.45 0.29 1.74
```

Summary:
* charge: +1
* SMILES: C/[NH+]=P\O
* lowest unoccupied orbital energy: -6.0102 eV



# CH5NOP2

An isolated molecule of CH5NOP2 (the ωB97M-V functional and the def2-TZVPD basis, the OMol25 dataset).

Structure (XYZ):
```
10
Properties=species:S:1:pos:R:3
C 1.19 1.50 -0.10
N 0.30 -1.57 0.35
O -1.49 -0.05 0.05
P 0.18 -0.09 0.23
P -2.89 0.65 -0.07
H 1.71 1.83 0.88
H 1.94 1.04 -0.82
H 0.60 2.34 -0.62
H -2.26 1.96 -0.27
H -2.91 1.03 1.28
```

Summary:
* charge: 0
* SMILES: CP(#N)OP
* lowest unoccupied orbital energy: -0.3300 eV



# CH5NOS

A cluster of 2 separate species, CH5NOS in total (the ωB97M-V functional and the def2-TZVPD basis, the OMol25 dataset).

Structure (XYZ):
```
9
Properties=species:S:1:pos:R:3
C -0.59 1.22 -2.06
N 0.46 -1.51 1.65
O 0.21 1.56 0.35
S -0.07 0.57 -0.68
H -1.08 2.16 -2.21
H -0.97 0.66 -2.89
H 1.35 -1.09 1.61
H 0.10 -1.09 2.51
H 0.60 -2.47 1.71
```

Summary:
* charge: 0
* lowest unoccupied orbital energy: 0.0489 eV



# CH5NOS2

A cluster of 2 separate species, CH5NOS2 in total (the ωB97M-V functional and the def2-TZVPD basis, the OMol25 dataset).

Structure (XYZ):
```
10
Properties=species:S:1:pos:R:3
S 5.07 -0.97 1.37
S 3.47 -0.03 0.38
H 4.88 -0.28 2.50
H 2.65 0.04 1.44
C -6.17 0.57 -0.99
N -6.30 1.70 -1.74
O -5.65 -0.46 -1.34
H -6.73 0.63 -0.04
H -5.53 1.95 -2.34
H -6.96 2.39 -1.42
```

Summary:
* charge: 0
* SMILES: NC=O.SS
* lowest unoccupied orbital energy: 0.2484 eV



# CH5NP2

A cluster of 2 separate species, CH5NP2 in total (the ωB97M-V functional and the def2-TZVPD basis, the OMol25 dataset).

Structure (XYZ):
```
9
Properties=species:S:1:pos:R:3
C -2.40 -0.01 -1.94
N -2.40 -0.90 -1.20
P 0.95 0.07 -0.44
P 1.28 0.67 1.59
H -2.47 -1.44 -0.33
H 0.47 -1.11 -0.16
H 2.46 -0.09 -0.64
H 2.10 1.74 1.16
H 0.00 1.08 1.95
```

Summary:
* charge: 0
* lowest unoccupied orbital energy: 0.6035 eV



# CH5NS2

A cluster of 2 separate species, CH5NS2 in total (the ωB97M-V functional and the def2-TZVPD basis, the OMol25 dataset).

Structure (XYZ):
```
9
Properties=species:S:1:pos:R:3
C -1.99 0.24 -0.40
N 2.00 0.38 0.13
S -0.74 -0.65 0.56
S 3.22 -0.38 -0.20
H -2.87 -0.53 -0.30
H -1.65 0.19 -1.51
H -2.09 1.32 -0.04
H 0.29 0.25 0.54
H 3.82 -0.83 1.22
```

Summary:
* charge: 0
* lowest unoccupied orbital energy: -1.2267 eV



Table of calculated total energy (eV), in record order: -17531.6415, -17535.6052, -17532.0758, -14575.7237, -8751.1462, -18040.0474, -13935.8430, -23229.4606, -15489.0968, -26325.8047, -21182.5508, -24274.7338
Table of maximum force (eV/Å), in record order: 3.26, 8.16, 4.10, 4.28, 0.65, 4.88, 2.94, 2.86, 2.05, 1.34, 3.94, 2.82